# C16H26N5O8

A gas-phase ion, C16H26N5O8 (charge -3) (wB97M-V/def2-TZVPD, the Open Molecules 2025 dataset).

Structure (XYZ):
```
55
Properties=species:S:1:pos:R:3:forces:R:3:nbo_charge:R:1
C -4.601 -2.526 1.287 -0.0801 -0.2565 0.0133 -0.446
N -4.438 -1.233 0.674 0.3136 -0.0317 0.2811 -0.612
C -4.912 -0.912 -0.538 0.0126 0.1862 0.1227 0.679
O -5.728 -1.593 -1.154 -0.1194 -0.0844 -0.2579 -0.703
C -4.408 0.420 -1.055 -0.1717 0.0487 -0.1419 -0.352
N -3.277 0.944 -0.307 -0.1198 0.0522 -0.2625 -0.452
C -2.027 0.300 -0.715 0.1563 -0.0685 0.1682 -0.272
C -0.879 0.585 0.280 0.0112 0.1576 -0.1014 -0.206
N 0.160 -0.412 0.427 -0.0783 -0.4002 0.0582 -0.476
C 0.939 -0.672 -0.772 0.2962 0.3679 -0.2059 -0.240
C 2.061 0.377 -0.980 -0.2017 -0.0895 -0.0590 -0.199
N 3.342 0.101 -0.360 -0.0983 -0.4210 0.2764 -0.465
C 4.173 -0.844 -1.087 0.2215 0.3961 -0.2991 -0.348
C 5.215 -0.120 -2.016 -0.3168 -0.3865 0.1954 0.767
O 5.569 -0.720 -3.037 0.0934 -0.4597 -0.4767 -0.770
O 5.634 0.991 -1.614 0.1990 0.5151 0.0606 -0.790
C 3.296 -0.093 1.068 0.0602 -0.0257 0.0333 -0.304
C 4.541 0.435 1.776 -0.1013 0.0565 0.0158 0.662
O 4.743 0.216 2.973 -0.1160 -0.1779 0.3360 -0.722
N 5.347 1.177 1.015 0.1581 0.0881 -0.4852 -0.649
C 6.583 1.701 1.526 -0.0315 -0.0261 0.1953 -0.414
C -0.218 -1.598 1.184 -0.1299 -0.1239 -0.1237 -0.334
C -1.069 -2.760 0.530 0.3242 0.4912 0.4916 0.748
O -1.639 -3.487 1.371 -0.0586 -0.3459 0.4945 -0.813
O -1.072 -2.875 -0.701 0.0963 0.1161 -0.7062 -0.774
C -3.201 2.397 -0.416 -0.1760 0.5106 0.2799 -0.333
C -4.452 3.225 0.097 0.7103 -0.2773 -0.2172 0.764
O -5.556 3.001 -0.433 -0.6233 -0.2031 -0.3473 -0.795
O -4.194 4.092 0.945 0.2980 0.4759 0.5323 -0.783
H -5.263 -3.112 0.650 -0.0209 -0.0010 0.0740 0.208
H -5.049 -2.422 2.281 -0.0637 -0.0493 -0.0128 0.157
H -3.632 -3.031 1.374 -0.1595 0.0383 0.0051 0.269
H -3.717 -0.616 1.025 -0.1308 0.0467 -0.0782 0.418
H -4.193 0.309 -2.134 0.0104 -0.0497 0.1142 0.171
H -5.224 1.151 -0.958 0.1181 -0.2386 -0.0955 0.295
H -1.732 0.628 -1.730 -0.1137 -0.0502 0.0359 0.152
H -2.189 -0.780 -0.753 0.0455 0.0522 -0.0909 0.242
H -0.389 1.526 0.002 -0.1174 0.0164 0.1003 0.179
H -1.328 0.729 1.269 -0.0125 0.0930 -0.0452 0.196
H 1.391 -1.661 -0.674 -0.0473 -0.0246 -0.1037 0.208
H 0.307 -0.704 -1.669 0.0465 -0.1327 0.0448 0.187
H 2.256 0.493 -2.050 -0.0323 0.0802 -0.0086 0.190
H 1.716 1.343 -0.597 -0.0790 0.0196 -0.1145 0.185
H 4.762 -1.438 -0.378 -0.0637 0.0163 -0.0486 0.192
H 3.585 -1.544 -1.696 0.0847 0.0531 0.0700 0.193
H 2.435 0.452 1.466 0.0665 -0.0684 0.0612 0.241
H 3.163 -1.146 1.373 -0.0039 0.1419 0.0339 0.183
H 5.249 1.161 -0.038 -0.0656 0.1018 0.3395 0.471
H 7.431 1.291 0.970 0.0153 0.0301 -0.0137 0.185
H 6.671 1.430 2.581 0.0402 0.0597 -0.0972 0.212
H 6.603 2.791 1.429 0.0869 -0.0073 0.0288 0.171
H 0.714 -2.070 1.527 -0.1254 -0.0262 0.0380 0.189
H -0.756 -1.267 2.079 0.0676 -0.0750 -0.0411 0.192
H -3.031 2.702 -1.470 0.0206 -0.0794 0.0501 0.144
H -2.349 2.740 0.176 -0.0949 -0.0315 -0.1163 0.201
```
Forces are in eV/Å.

Calculated values
Structure (SMILES) = CNC(=O)CN(CCN(CCN(CC(=O)[O-])CC(=O)NC)CC(=O)[O-])CC(=O)[O-]
Lowest unoccupied orbital energy = 0.24014 Ha
HOMO-LUMO gap = 6.604 eV
E_HOMO = -0.1 eV
Total charge = -3



# C3H8NS

2 unconnected molecules or ions with the total composition C3H8NS (wB97M-V/def2-TZVPD, the Open Molecules 2025 dataset).

Structure (XYZ):
```
13
Properties=species:S:1:pos:R:3:forces:R:3:nbo_charge:R:1
C -2.425 0.119 0.206 -0.4785 0.5257 0.5660 -0.743
S -1.837 -1.102 -0.982 0.1220 -0.2047 -0.1749 -0.721
H -2.996 0.945 -0.236 0.0521 -0.0535 -0.2953 0.166
H -3.115 -0.294 0.957 0.1228 -0.1976 -0.0623 0.165
H -1.637 0.616 0.781 0.2317 -0.1205 -0.0430 0.161
C 1.486 0.066 0.907 0.4423 -0.3590 0.2802 -0.445
C 1.578 -0.066 -1.392 -0.0044 -0.3089 0.8927 -0.042
N 1.850 0.634 -0.374 -0.0772 0.2998 -0.4762 -0.438
H 0.967 -0.902 0.826 0.0107 0.1942 -0.0057 0.199
H 0.849 0.775 1.425 -0.2483 0.0701 0.0372 0.199
H 2.380 -0.042 1.543 -0.1141 -0.0122 -0.2288 0.174
H 1.714 0.328 -2.388 0.2011 0.1347 -0.2066 0.156
H 1.185 -1.077 -1.272 -0.2601 0.0319 -0.2833 0.171
```
Forces are in eV/Å.

Calculated values
Lowest unoccupied orbital energy = 0.15105 Ha
HOMO-LUMO gap = 6.331 eV
E_HOMO = -2.2 eV
Total charge = -1



# C2H4NO4

2 unconnected molecules or ions with the total composition C2H4NO4 (wB97M-V/def2-TZVPD, the Open Molecules 2025 dataset).

Structure (XYZ):
```
11
Properties=species:S:1:pos:R:3:forces:R:3:nbo_charge:R:1
C -1.234 -0.133 -0.013 0.6133 0.0217 -0.5548 0.703
C -0.374 0.257 -1.142 2.9050 2.9567 2.7866 0.280
N 1.631 -0.735 0.743 -1.1023 1.4797 1.3292 -0.516
O -0.926 0.636 1.027 -1.9802 -0.9932 2.2024 -0.711
O -2.142 -0.923 -0.055 -0.7084 -0.3612 0.2180 -0.650
O 0.408 1.285 -0.979 -1.7373 -2.3224 -0.6949 -0.728
O 0.685 -1.363 -0.011 -0.7416 -0.0010 -1.6307 -0.619
H -0.635 -0.085 -2.079 -0.0802 -1.2139 -2.1561 0.139
H 1.041 -0.385 1.565 1.3531 -0.2749 -0.7791 0.295
H 1.880 0.163 0.257 -0.0349 -0.5442 0.0842 0.309
H -0.334 1.282 0.687 1.5135 1.2527 -0.8047 0.497
```
Forces are in eV/Å.

Calculated values
Lowest unoccupied orbital energy (alpha / beta) = 0.15213 / 0.15213 Ha
HOMO-LUMO gap (alpha / beta) = 7.248 / 7.249 eV
E_HOMO (alpha / beta) = -3.1 / -3.1 eV
Total charge = -1



# C3H9NS2

C3H9NS2 in the gas phase (wB97M-V/def2-TZVPD, the Open Molecules 2025 dataset).

Structure (XYZ):
```
15
Properties=species:S:1:pos:R:3:forces:R:3:nbo_charge:R:1
C -1.278 1.718 1.896 -0.8940 0.4535 0.0170 -0.617
C -0.911 0.970 0.606 0.7851 -0.6183 2.8580 -0.063
N -1.175 1.764 -0.536 0.1962 0.4963 -1.0314 -0.831
C 0.574 0.470 0.833 -1.4993 -0.3417 -1.5632 -0.515
S 1.108 -0.315 -0.772 0.8962 1.6978 0.4392 0.040
S 0.327 -2.162 -0.704 -0.9550 -0.8651 0.1544 -0.133
H -0.516 2.418 2.234 0.3591 -0.2120 0.1813 0.197
H -2.159 2.361 1.753 0.0146 -0.3608 -0.1687 0.220
H -1.562 0.988 2.670 0.4482 0.4320 -0.0181 0.215
H -1.534 0.078 0.750 -0.1241 -0.0696 -1.2283 0.178
H -0.623 1.488 -1.344 -0.2251 -0.3376 0.0888 0.371
H -0.931 2.740 -0.390 -0.1391 -0.0757 0.3006 0.353
H 1.157 1.371 1.008 0.5526 -0.2528 -0.0313 0.220
H 0.617 -0.272 1.638 0.2061 0.3288 -0.1141 0.230
H 1.401 -2.750 -1.215 0.3786 -0.2747 0.1158 0.135
```
Forces are in eV/Å.

Calculated values
Structure (SMILES) = C[C@@H](N)CSS
Lowest unoccupied orbital energy = 0.02379 Ha
HOMO-LUMO gap = 9.043 eV
E_HOMO = -8.4 eV
Total charge = 0



Computed ΔE to the lowest compared entry with this formula, charge and spin (kJ/mol) in order:
11.1, 123.0, 471.9, 51.6
Computed calculated total energy (Ha) in order:
-1501.0483, -572.0314, -434.2873, -970.8121
Computed F_max (eV/A) in order:
0.793, 0.945, 4.995, 3.028